[1]
Formula: C3H4O2
Source: the OMol25 dataset
Level of theory: ωB97M-V/def2-TZVPD

XYZ file:
```
9
Properties=species:S:1:pos:R:3:mulliken_charge:R:1
O 0.8112 -1.3947 0.0271 -0.313
O -2.1940 -0.4451 -0.0511 -0.675
C -0.4592 0.3941 -0.0308 0.238
C 0.5893 -0.2326 0.7471 -0.224
C 0.5806 -0.2849 -0.7776 -0.075
H -0.6615 1.4600 -0.1651 0.256
H 1.3501 0.2155 1.3392 0.265
H -2.1892 -1.2264 0.4763 0.260
H 1.4451 0.0016 -1.4297 0.267
```

For the gap between HOMO and LUMO, the calculation gives 9.80 eV. As for the electronic energy: -266.9849 a.u. Its multiplicity is 1. The calculation puts the highest occupied orbital energy at -9.1 eV.



[2]
Formula: C3H4O2
Source: the OMol25 dataset
Level of theory: ωB97M-V/def2-TZVPD

XYZ file:
```
9
Properties=species:S:1:pos:R:3:mulliken_charge:R:1
O -2.3158 0.0812 0.2487 -0.438
O 0.0107 0.4973 0.8670 -0.291
C 1.3224 0.4677 0.2945 -0.601
C -1.4256 -1.0776 -0.4904 -0.301
C -0.9987 -0.0546 0.2075 0.612
H 1.4153 1.1366 -0.5661 0.301
H 1.9330 0.6143 1.2593 0.207
H -1.5594 -1.1771 -1.6349 0.194
H 1.6181 -0.4880 -0.1855 0.317
```

For the gap between HOMO and LUMO, the calculation gives 9.10 eV. As for the electronic energy: -267.0127 a.u. Its multiplicity is 1. The calculation puts the highest occupied orbital energy at -8.4 eV.



[3]
Formula: C3H4O2
Source: the OMol25 dataset
Level of theory: ωB97M-V/def2-TZVPD

XYZ file:
```
9
Properties=species:S:1:pos:R:3:mulliken_charge:R:1
O 3.1180 0.1793 0.1115 -0.617
O 1.9178 -0.3449 0.0207 0.113
C -0.5657 -0.6166 0.0098 -0.067
C -1.7038 0.0244 0.1003 -0.738
C 0.9142 0.3930 -0.0925 0.058
H 0.6945 1.5068 -0.2235 0.294
H -0.1799 -1.5452 -0.1679 0.402
H -1.6723 1.0298 0.1570 0.290
H -2.5229 -0.6265 0.0846 0.265
```

For the gap between HOMO and LUMO (spin up / spin down), the calculation gives 8.89 / 8.89 eV. As for the electronic energy: -266.9308 a.u. Its multiplicity is 1. The calculation puts the highest occupied orbital energy (spin up / spin down) at -9.2 / -9.2 eV.



[4]
Formula: C3H4O2
Source: the OMol25 dataset
Level of theory: ωB97M-V/def2-TZVPD

XYZ file:
```
9
Properties=species:S:1:pos:R:3:mulliken_charge:R:1
O -0.3123 1.6441 -0.5427 -0.429
O 0.1393 -1.5145 0.5736 -0.474
C -0.4830 0.7061 0.5063 0.010
C -0.5723 -0.5925 -0.1897 -0.167
C 0.4967 0.4606 -0.5023 -0.323
H 1.2405 0.1646 -1.1811 0.437
H -0.4710 0.9246 1.5542 0.249
H -1.2559 -0.9869 -0.9338 0.362
H 0.9226 -0.9309 0.7720 0.335
```

For the gap between HOMO and LUMO, the calculation gives 10.26 eV. As for the electronic energy: -267.0132 a.u. Its multiplicity is 1. The calculation puts the highest occupied orbital energy at -9.2 eV.



[5]
Formula: C3H4O2
Source: the OMol25 dataset
Level of theory: ωB97M-V/def2-TZVPD

XYZ file:
```
9
Properties=species:S:1:pos:R:3:mulliken_charge:R:1
O 2.0061 -0.3400 0.6533 -0.354
O -2.5980 0.1186 -0.7415 -0.491
C -0.2739 -0.5546 -0.0960 0.061
C 0.8460 -0.0030 0.1963 -0.059
C -1.4490 0.3131 -0.4012 -0.043
H 1.9913 -1.2948 0.7031 0.333
H -0.2409 -1.6407 -0.2463 0.303
H 0.8075 2.0236 0.1361 0.125
H -1.0890 1.3779 -0.2038 0.125
```

For the gap between HOMO and LUMO (spin up / spin down), the calculation gives 9.08 / 9.08 eV. As for the electronic energy: -267.0040 a.u. Its multiplicity is 1. The calculation puts the highest occupied orbital energy (spin up / spin down) at -9.9 / -9.9 eV.



[6]
Formula: C3H4O2S
Source: the OMol25 dataset
Level of theory: ωB97M-V/def2-TZVPD

XYZ file:
```
10
Properties=species:S:1:pos:R:3:mulliken_charge:R:1
S -1.1054 1.7426 -1.6003 -0.216
O -2.5910 -0.5981 -0.5903 -0.427
O 1.7300 1.1964 0.1014 -0.458
C 0.8018 0.1859 0.2013 0.016
C -0.3931 0.1406 -0.3822 -0.051
C -1.5251 -0.7594 -0.1316 0.218
H -1.4867 0.7161 -2.3781 0.155
H 2.5004 1.1340 0.7683 0.369
H -1.1986 -1.5854 0.6572 0.198
H 1.2277 -0.7538 0.7687 0.195
```

For the gap between HOMO and LUMO, the calculation gives 9.06 eV. As for the electronic energy: -665.2884 a.u. Its multiplicity is 1. The calculation puts the highest occupied orbital energy at -9.0 eV.



[7]
Formula: C3H4O2S
Source: the OMol25 dataset
Level of theory: ωB97M-V/def2-TZVPD

XYZ file:
```
10
Properties=species:S:1:pos:R:3:mulliken_charge:R:1
S -0.0529 -0.7545 0.3768 1.144
O -0.5223 -2.0372 -0.2831 -0.631
O 0.5323 -0.7861 1.6789 -0.572
C -1.4266 0.3558 0.3448 -0.913
C 2.2172 0.4982 -1.0392 0.371
C 1.2334 -0.0342 -0.6263 -0.802
H -1.3670 1.2850 -0.2494 0.321
H -1.5436 0.8188 1.3599 0.323
H 3.0390 1.0024 -1.5071 0.406
H -2.1096 -0.3481 -0.0553 0.354
```

For the gap between HOMO and LUMO, the calculation gives 11.71 eV. As for the electronic energy: -665.2459 a.u. Its multiplicity is 1. The calculation puts the highest occupied orbital energy at -11.0 eV.



[8]
Formula: C3H4O2S
Source: the OMol25 dataset
Level of theory: ωB97M-V/def2-TZVPD

XYZ file:
```
10
Properties=species:S:1:pos:R:3:mulliken_charge:R:1
S 1.0772 -2.0582 0.3392 -0.302
O 0.8324 2.0249 0.0882 -0.459
O -1.3157 -0.8283 -0.6471 -0.495
C 0.5251 -0.6341 0.8846 -0.285
C -0.4778 0.0651 0.1343 0.266
C 0.3745 1.0847 -0.6419 0.009
H 0.0611 1.2692 -1.7565 0.297
H -0.7604 -1.7236 -0.6723 0.314
H 1.0148 -0.1063 1.6179 0.396
H -1.3312 0.9066 0.6536 0.259
```

For the gap between HOMO and LUMO, the calculation gives 8.64 eV. As for the electronic energy: -665.2695 a.u. Its multiplicity is 1. The calculation puts the highest occupied orbital energy at -9.7 eV.



[9]
Formula: C3H4O2S
Source: the OMol25 dataset
Level of theory: ωB97M-V/def2-TZVPD

XYZ file:
```
10
Properties=species:S:1:pos:R:3:mulliken_charge:R:1
S 0.7424 0.8757 -0.9478 -0.063
O 1.2098 0.3663 1.6106 -0.410
O -1.8234 -1.9044 -0.7441 -0.437
C -0.9436 -1.2406 -0.3067 0.165
C 1.6757 0.7291 0.5859 0.089
C -0.8472 0.2916 -0.3814 -0.530
H -0.0121 -1.6494 0.1990 0.246
H 2.6645 1.2080 0.4280 0.305
H -1.0342 0.6904 0.6228 0.311
H -1.6320 0.6332 -1.0664 0.324
```

For the gap between HOMO and LUMO, the calculation gives 10.38 eV. As for the electronic energy: -665.3550 a.u. Its multiplicity is 1. The calculation puts the highest occupied orbital energy at -9.8 eV.



[10]
Formula: C3H4O2S2
Source: the OMol25 dataset
Level of theory: ωB97M-V/def2-TZVPD

XYZ file:
```
11
Properties=species:S:1:pos:R:3:mulliken_charge:R:1
S -0.3520 -1.2964 -0.6825 -0.112
S 1.2124 1.1728 -0.3951 -0.097
O 1.9161 -1.2594 0.7715 -0.417
O -2.3749 0.2132 0.4031 -0.424
C 1.3597 -0.7046 -0.2987 -0.219
C -0.4662 1.2952 0.0743 -0.504
C -1.2131 0.1929 -0.0782 0.309
H 2.0028 -0.9522 -1.2333 0.312
H -0.7785 2.2556 0.2260 0.417
H -2.9401 -0.1983 -0.2334 0.344
H 1.6337 -0.7188 1.4462 0.393
```

For the gap between HOMO and LUMO, the calculation gives 8.40 eV. As for the electronic energy: -1063.5034 a.u. Its multiplicity is 1. The calculation puts the highest occupied orbital energy at -8.0 eV.



[11]
Formula: C3H4O2S3
Source: the OMol25 dataset
Level of theory: ωB97M-V/def2-TZVPD

XYZ file:
```
12
Properties=species:S:1:pos:R:3:mulliken_charge:R:1
S 2.7412 -0.1525 -1.3796 -0.215
S -1.4328 1.2963 1.9384 -0.224
S -2.1718 -1.0050 0.0293 -0.080
O 1.4488 -1.1761 0.7500 -0.459
O -0.3489 0.3128 -1.6232 -0.571
C 1.3059 -0.2899 -0.0829 0.118
C -1.0700 0.1345 0.6135 0.076
C 0.1062 0.6124 -0.3637 0.254
H 0.6530 -0.1247 -2.0936 0.362
H -1.4721 -1.1620 -1.0244 0.169
H 0.4267 1.6038 -0.1033 0.393
H 3.3543 1.6248 -0.2035 0.177
```

For the gap between HOMO and LUMO, the calculation gives 5.78 eV. As for the electronic energy: -1461.5312 a.u. Its multiplicity is 1. The calculation puts the highest occupied orbital energy at -8.8 eV.



[12]
Formula: C3H4O2Si
Source: the OMol25 dataset
Level of theory: ωB97M-V/def2-TZVPD

XYZ file:
```
10
Properties=species:S:1:pos:R:3:mulliken_charge:R:1
Si -1.4717 0.0419 -0.4524 0.495
O -0.3932 1.2132 0.2914 -0.348
O 1.9488 1.3361 0.5345 -0.388
C 0.7564 0.7805 0.5174 0.752
C 1.6235 -0.0827 1.0781 -0.370
C -0.1259 -1.0685 -1.0504 -0.534
H -1.9884 0.8587 -1.5438 -0.087
H -0.0769 -2.0871 -0.6582 0.301
H 2.2015 -0.8882 0.6810 0.288
H -2.4741 -0.1038 0.6025 -0.110
```

For the gap between HOMO and LUMO (spin up / spin down), the calculation gives 5.92 / 7.43 eV. As for the electronic energy: -556.4001 a.u. Its multiplicity is 1. The calculation puts the highest occupied orbital energy (spin up / spin down) at -8.1 / -8.8 eV.



[13]
Formula: C3H4O2Tl
Source: the OMol25 dataset
Level of theory: ωB97M-V/def2-TZVPD

XYZ file:
```
10
Properties=species:S:1:pos:R:3:mulliken_charge:R:1
Tl -0.3500 -1.6797 3.9901 0.577
O -0.9461 -1.8603 1.7741 -0.595
O 0.3698 -0.1723 2.3939 -0.593
C -0.2484 -0.8541 1.5585 0.599
C -0.1304 0.1850 -1.4480 -0.600
C 0.5356 1.3339 -1.6968 -0.398
H 0.0577 2.3065 -1.5609 0.220
H 0.3153 -0.7753 -1.7241 0.284
H -1.2241 0.1725 -1.4645 0.287
H 1.6205 1.3438 -1.8222 0.219
```

For the gap between HOMO and LUMO (spin up / spin down), the calculation gives 7.17 / 9.37 eV. As for the electronic energy: -439.5887 a.u. Its multiplicity is 2. The calculation puts the highest occupied orbital energy (spin up / spin down) at -7.5 / -9.7 eV.



[14]
Formula: C3H4O2Tl
Source: the OMol25 dataset
Level of theory: ωB97M-V/def2-TZVPD

XYZ file:
```
10
Properties=species:S:1:pos:R:3:mulliken_charge:R:1
Tl 0.9362 2.2127 1.8333 1.303
O -0.1419 0.7302 1.2904 -0.173
O 1.2423 0.7561 -1.2563 -0.324
C -0.9129 -0.1215 1.7271 0.304
C 0.4323 -0.2356 -1.4877 0.635
C -0.2052 -1.2472 -1.7073 -0.149
H 1.6903 1.0625 -2.0567 0.440
H -1.1814 -0.9335 0.9681 0.204
H -1.2693 -0.0445 2.7671 0.343
H -0.5904 -2.1793 -2.0780 0.417
```

For the gap between HOMO and LUMO (spin up / spin down), the calculation gives 6.87 / 8.29 eV. As for the net charge: +3. As for the electronic energy: -438.0933 a.u. Its multiplicity is 1. The calculation puts the highest occupied orbital energy (spin up / spin down) at -25.6 / -25.3 eV.



[15]
Formula: C3H4O2Zn
Source: the OMol25 dataset
Level of theory: ωB97M-V/def2-TZVPD

XYZ file:
```
10
Properties=species:S:1:pos:R:3:mulliken_charge:R:1
Zn 1.1512 1.4236 0.4067 0.620
O 2.2678 0.1184 0.2255 -0.549
O -0.4514 1.2702 -0.1401 -0.301
C -1.7565 0.9347 0.1805 -0.499
C 2.3187 -1.0944 -0.1670 0.127
C 1.6765 -2.0676 -0.5865 -0.379
H -2.0398 1.0162 1.2466 0.227
H -1.9379 -0.1208 -0.0984 0.212
H -2.4713 1.5651 -0.3811 0.201
H 1.2428 -3.0454 -0.6862 0.342
```

For the gap between HOMO and LUMO, the calculation gives 6.89 eV. As for the electronic energy: -2046.3505 a.u. Its multiplicity is 1. The calculation puts the highest occupied orbital energy at -8.4 eV.



[16]
Formula: C3H4O3
Source: the OMol25 dataset
Level of theory: ωB97M-V/def2-TZVPD

XYZ file:
```
10
Properties=species:S:1:pos:R:3:mulliken_charge:R:1
O 0.3794 1.2193 0.3916 -0.337
O -1.7316 1.9786 0.6215 -0.509
O -1.3261 -0.1230 -0.0896 -0.338
C 0.9989 0.0143 -0.0404 -0.231
C -0.9674 1.1102 0.3353 0.674
C -0.1806 -0.9509 -0.2487 -0.228
H -0.2026 -1.3944 -1.2470 0.245
H 1.5556 0.2112 -0.9607 0.242
H 1.6890 -0.3177 0.7380 0.243
H -0.2147 -1.7476 0.5000 0.238
```

For the gap between HOMO and LUMO, the calculation gives 11.86 eV. As for the electronic energy: -342.4414 a.u. Its multiplicity is 1. The calculation puts the highest occupied orbital energy at -11.2 eV.



[17]
Formula: C3H4O3
Source: the OMol25 dataset
Level of theory: ωB97M-V/def2-TZVPD

XYZ file:
```
10
Properties=species:S:1:pos:R:3:mulliken_charge:R:1
O -2.0700 0.8944 0.1631 -0.526
O -0.8498 -1.9982 0.0932 -0.445
O 1.4035 1.1766 -0.3241 -0.498
C -0.3728 -0.8393 -0.4593 -0.414
C 0.2980 0.8035 0.2738 -0.003
C -1.0241 0.4423 -0.1947 0.387
H 0.2877 1.1190 1.2607 0.380
H 1.9981 1.6731 0.3063 0.382
H -0.0389 -2.4894 0.1391 0.347
H 0.3682 -0.7820 -1.2583 0.391
```

For the gap between HOMO and LUMO, the calculation gives 8.70 eV. As for the electronic energy: -342.3046 a.u. Its multiplicity is 1. The calculation puts the highest occupied orbital energy at -8.4 eV.



[18]
Formula: C3H4O3
Source: the OMol25 dataset
Level of theory: ωB97M-V/def2-TZVPD

XYZ file:
```
10
Properties=species:S:1:pos:R:3:mulliken_charge:R:1
O -1.2043 2.7980 0.6053 -0.182
O -1.1539 0.3976 -1.7678 -0.380
O 0.5848 0.2535 2.0605 -0.370
C 0.7339 -0.7609 1.4310 -0.142
C -0.3599 -0.4965 -1.6320 -0.191
C -0.2899 2.2536 0.2079 0.161
H 0.7195 -0.3097 -1.4591 0.297
H 1.7351 -1.1257 1.1274 0.268
H -0.6677 -1.5602 -1.6708 0.282
H -0.1239 -1.3909 1.1176 0.258
```

For the gap between HOMO and LUMO, the calculation gives 10.65 eV. As for the electronic energy: -342.3559 a.u. Its multiplicity is 1. The calculation puts the highest occupied orbital energy at -10.5 eV.



[19]
Formula: C3H4O3
Source: the OMol25 dataset
Level of theory: ωB97M-V/def2-TZVPD

XYZ file:
```
10
Properties=species:S:1:pos:R:3:mulliken_charge:R:1
O 0.5692 1.5543 -0.1962 -0.431
O -0.8050 -0.5585 -0.6319 -0.348
O -1.4392 0.3183 1.3710 -0.498
C 1.1985 0.5260 -0.1724 0.149
C 0.4808 -0.8206 -0.0933 -0.441
C -1.5145 0.2844 0.1743 0.250
H 0.3745 -1.1777 0.9364 0.299
H -2.1719 0.9070 -0.4434 0.358
H 2.2938 0.5533 -0.2753 0.366
H 1.0137 -1.5865 -0.6693 0.296
```

For the gap between HOMO and LUMO, the calculation gives 11.07 eV. As for the electronic energy: -342.4047 a.u. Its multiplicity is 1. The calculation puts the highest occupied orbital energy at -10.4 eV.



[20]
Formula: C3H4O3
Source: the OMol25 dataset
Level of theory: ωB97M-V/def2-TZVPD

XYZ file:
```
10
Properties=species:S:1:pos:R:3:mulliken_charge:R:1
O 0.5471 -2.5954 0.0710 -0.366
O 2.7448 -0.0606 -0.3495 -0.186
O 0.6487 2.5645 0.0122 -0.370
C -0.5063 2.2276 -0.0397 0.032
C -0.5829 -2.2057 0.2153 0.083
C 1.6096 -0.0328 -0.3446 0.137
H -1.3273 2.9192 0.2279 0.274
H -1.4487 -2.8930 0.1652 0.266
H -0.8037 1.2076 -0.3535 0.084
H -0.8157 -1.1383 0.4017 0.046
```

For the gap between HOMO and LUMO, the calculation gives 10.93 eV. As for the electronic energy: -342.3582 a.u. Its multiplicity is 1. The calculation puts the highest occupied orbital energy at -10.4 eV.



Ordered ΔE to the lowest compared entry with this formula, charge and spin results: 5.657, 4.900, 7.128, 4.886, 5.136, 2.644, 3.802, 3.161, 0.834, 1.652, 5.650, 5.773, 1.195, 0.449, 0.454, 0.395, 4.118, 2.723, 1.395, 2.661; unit eV.